{
  "formula": "C24H25N2",
  "method": "wB97M-V/def2-TZVPD",
  "elements": ["C", "C", "C", "C", "C", "C", "C", "C", "N", "C", "C", "H", "H", "H", "H", "H", "H", "H", "H", "H", "H", "H", "H", "H", "C", "N", "C", "C", "C", "C", "C", "C", "C", "C", "C", "C", "C", "C", "C", "H", "H", "H", "H", "H", "H", "H", "H", "H", "H", "H", "H"],
  "positions_angstrom": [[2.83204, 0.91892, 3.18812], [2.61514, -0.40008, 2.77276], [1.31331, -0.86710, 2.57008], [0.22785, -0.00754, 2.77829], [-1.18723, -0.49368, 2.56204], [-2.10738, -0.37473, 3.80379], [-3.39643, 0.30775, 3.31947], [-3.09694, 0.84692, 1.91707], [-1.88210, 0.16035, 1.44476], [0.43937, 1.30446, 3.22593], [1.74386, 1.77265, 3.40715], [3.84879, 1.28503, 3.34170], [3.45818, -1.07308, 2.60662], [1.11583, -1.89629, 2.25311], [-1.14658, -1.55599, 2.28835], [-2.32189, -1.37771, 4.18306], [-1.63153, 0.20410, 4.60374], [-4.20919, -0.42233, 3.25256], [-3.69761, 1.11094, 3.99982], [-3.92299, 0.66408, 1.22084], [-2.92664, 1.93651, 1.96680], [-1.31096, 0.82956, 0.94811], [-0.41879, 1.95558, 3.42211], [1.89688, 2.80560, 3.72499], [-1.54641, 1.28802, -4.82018], [-1.26735, 0.63783, -3.53882], [-0.71876, 1.42172, -2.54282], [-0.45415, 2.78437, -2.75198], [0.18437, 3.54119, -1.77055], [0.62228, 2.93756, -0.57746], [0.38329, 1.59047, -0.35672], [-0.39492, 0.82286, -1.27172], [-0.88340, -0.46216, -0.99952], [-1.22528, -1.30184, -2.07743], [-1.43236, -0.72890, -3.38598], [-1.74839, -1.58043, -4.46147], [-1.82131, -2.96166, -4.28223], [-1.57406, -3.52877, -3.01979], [-1.29540, -2.71152, -1.93429], [-2.04834, 0.59961, -5.49652], [-2.20480, 2.15306, -4.67373], [-0.61765, 1.63644, -5.29224], [-0.74710, 3.26112, -3.68841], [0.34720, 4.60503, -1.93332], [1.14650, 3.52361, 0.17907], [0.80576, 1.08266, 0.51803], [-0.79697, -0.90468, -0.01604], [-1.92962, -1.18519, -5.46150], [-2.07819, -3.59592, -5.12952], [-1.60528, -4.61223, -2.90226], [-1.08885, -3.13539, -0.94975]],
  "atomic_forces_ev_per_a": [[-0.132, -0.104, -0.137], [-0.013, 0.111, 0.036], [-0.151, 0.463, 0.012], [-0.042, -0.013, 0.302], [-0.018, -0.624, -0.001], [0.018, 0.068, -0.082], [-0.213, -0.238, -0.103], [0.042, 0.487, 0.076], [-0.692, 0.697, 0.258], [0.452, -0.143, -0.212], [-0.248, -0.123, -0.039], [-0.312, -0.137, -0.048], [-0.206, 0.247, 0.084], [0.177, 0.342, 0.109], [0.267, -0.037, 0.180], [0.102, 0.237, 0.126], [-0.013, -0.188, -0.212], [0.073, 0.168, 0.167], [-0.080, -0.221, -0.172], [0.083, 0.097, 0.149], [-0.098, -0.247, -0.096], [0.059, -0.016, 0.468], [0.314, -0.176, -0.088], [0.063, -0.333, -0.028], [-0.176, 0.227, -0.427], [0.078, -0.083, 0.274], [-0.072, -0.876, 0.302], [0.353, 0.929, 0.165], [-0.637, -0.597, -0.568], [0.119, -0.824, 0.363], [-0.006, 0.611, 0.204], [-0.315, 0.538, -0.583], [1.512, -0.820, -1.070], [-0.459, 0.532, -0.516], [0.344, 0.200, 0.574], [-0.219, -0.766, -0.409], [0.009, 1.133, 0.097], [0.187, 0.171, 0.823], [-0.300, -0.553, -0.436], [0.102, 0.266, 0.213], [0.122, -0.309, 0.038], [-0.201, -0.183, 0.161], [0.206, -0.120, 0.438], [-0.010, -0.263, -0.023], [-0.034, -0.224, -0.310], [-0.340, 0.309, -0.190], [0.176, 0.042, -0.235], [0.119, -0.246, 0.426], [0.129, 0.170, 0.204], [0.024, 0.337, 0.029], [-0.143, 0.082, -0.293]],
  "e_homo_ev": -11.16,
  "relative_energy_kcal_mol": 7.6,
  "e_lumo_ha": -0.1747,
  "charge": 1,
  "max_force_ha_per_bohr": 0.039
}

---

{
  "formula": "C24H25N3O5",
  "method": "wB97M-V/def2-TZVPD",
  "elements": ["C", "C", "N", "C", "C", "C", "O", "C", "O", "C", "C", "N", "C", "C", "O", "N", "C", "C", "C", "C", "C", "C", "C", "O", "C", "O", "C", "C", "C", "C", "C", "C", "H", "H", "H", "H", "H", "H", "H", "H", "H", "H", "H", "H", "H", "H", "H", "H", "H", "H", "H", "H", "H", "H", "H", "H", "H"],
  "positions_angstrom": [[0.13119, -2.54649, -0.06990], [-0.98615, -3.31940, 0.62903], [-1.45202, -2.66190, 1.83627], [-1.07708, -3.23652, 3.11540], [0.40727, -3.07268, 3.42623], [-2.18287, -1.53087, 1.82385], [-2.53179, -0.94967, 2.84183], [-2.57668, -0.98176, 0.44885], [-3.15066, -1.67086, -0.37525], [-2.22853, 0.40712, 0.24841], [-1.83767, 1.32228, 1.20582], [-1.60513, 2.52881, 0.64131], [-1.05133, 3.67560, 1.30390], [0.44797, 3.78844, 0.96104], [0.94172, 4.78820, 0.49491], [1.12536, 2.65459, 1.22933], [2.45406, 2.39361, 0.71310], [2.40483, 1.27967, -0.30266], [1.54541, 1.38593, -1.38711], [1.42033, 0.37282, -2.33274], [2.20077, -0.74351, -2.15509], [3.07160, -0.85652, -1.06961], [3.18444, 0.13370, -0.12574], [3.71796, -2.06187, -1.12825], [3.26172, -2.68709, -2.30913], [2.28325, -1.87476, -2.92057], [-1.79077, 2.42653, -0.72066], [-1.61539, 3.37284, -1.72154], [-1.86979, 2.97447, -3.01797], [-2.28583, 1.67416, -3.31280], [-2.45595, 0.73048, -2.32261], [-2.20479, 1.10824, -1.00728], [-0.21380, -1.55912, -0.37062], [0.43477, -3.08453, -0.96403], [0.99480, -2.42488, 0.57996], [-0.62798, -4.31057, 0.91433], [-1.82397, -3.44444, -0.06077], [-1.67121, -2.72077, 3.87300], [-1.34714, -4.29738, 3.11585], [0.68212, -2.02088, 3.40023], [1.02213, -3.61490, 2.71169], [0.61505, -3.46014, 4.42022], [-1.78134, 1.18022, 2.26875], [-1.17987, 3.57203, 2.38394], [-1.55076, 4.58842, 0.96963], [0.61391, 1.84811, 1.55817], [2.79617, 3.32753, 0.25760], [3.12465, 2.13328, 1.53690], [0.95674, 2.28228, -1.50833], [0.74280, 0.46072, -3.16448], [3.85696, 0.03018, 0.70975], [4.10804, -2.83068, -3.00117], [2.82778, -3.66825, -2.06195], [-1.28021, 4.37448, -1.49986], [-1.74188, 3.68222, -3.82320], [-2.47556, 1.40794, -4.34208], [-2.77763, -0.27444, -2.54389]],
  "atomic_forces_ev_per_a": [[-0.171, -0.193, 0.130], [0.160, -0.025, -0.548], [-0.129, -0.094, 0.104], [0.024, 0.105, 0.363], [-0.254, -0.047, -0.063], [0.093, -0.487, 0.120], [-0.183, 0.330, -0.001], [-0.275, 0.048, 0.138], [0.165, 0.184, 0.139], [0.144, 0.392, -0.048], [-0.279, -0.417, -0.012], [-0.223, -0.119, 0.130], [0.316, 0.426, -0.061], [-0.429, -0.186, 0.361], [0.059, 0.424, -0.226], [0.170, -0.247, 0.251], [0.114, 0.097, -0.078], [-0.034, -0.020, -0.011], [0.095, 0.060, 0.122], [0.126, -0.320, -0.120], [0.411, 0.144, 0.580], [-0.427, 0.167, -0.495], [0.058, -0.196, -0.160], [0.014, 0.281, 0.376], [0.416, -1.067, -0.451], [-0.340, 0.279, -0.084], [-0.231, -0.378, -0.541], [0.043, 0.137, 0.059], [0.049, 0.126, 0.021], [-0.017, -0.123, -0.120], [-0.016, 0.011, -0.061], [0.084, 0.243, 0.221], [0.049, 0.104, -0.077], [0.091, -0.012, -0.170], [0.099, 0.033, 0.050], [-0.066, 0.046, 0.028], [0.151, -0.119, 0.148], [0.069, -0.192, -0.093], [-0.033, 0.075, -0.010], [0.058, 0.103, -0.001], [0.119, -0.033, -0.057], [0.077, -0.050, 0.092], [0.041, 0.001, 0.191], [-0.041, -0.014, -0.107], [0.102, -0.111, 0.069], [-0.023, 0.113, -0.122], [0.018, -0.117, 0.135], [0.018, 0.064, -0.113], [-0.093, 0.101, -0.012], [-0.120, 0.023, -0.138], [0.100, -0.011, 0.157], [-0.187, 0.123, 0.159], [0.037, 0.256, -0.009], [0.057, 0.125, 0.016], [0.010, 0.074, -0.052], [-0.021, -0.034, -0.085], [-0.045, -0.083, -0.034]],
  "e_homo_ev": -8.21,
  "smiles": "CCN(CC)C(=O)C(=O)c1cn(CC(=O)NCc2ccc3c(c2)OCO3)c2ccccc12",
  "relative_energy_kcal_mol": 22.2,
  "e_lumo_ha": 0.0068,
  "max_force_ha_per_bohr": 0.024
}

---

{
  "formula": "C24H25NO2S",
  "method": "wB97M-V/def2-TZVPD",
  "elements": ["C", "N", "C", "C", "C", "C", "C", "C", "C", "C", "C", "C", "H", "H", "H", "H", "H", "H", "H", "H", "H", "H", "H", "H", "H", "H", "C", "C", "C", "C", "S", "C", "C", "C", "C", "C", "C", "C", "O", "O", "C", "C", "H", "H", "H", "H", "H", "H", "H", "H", "H", "H", "H"],
  "positions_angstrom": [[0.30616, 2.20559, 4.78634], [-0.56151, 1.82058, 3.68189], [-1.66981, 2.71252, 3.36016], [-0.38371, 0.67196, 3.04115], [-1.22390, 0.21977, 2.00602], [-0.81408, -0.75827, 1.12035], [-1.57753, -1.13486, -0.03966], [-0.95176, -1.62568, -1.21821], [-1.70210, -1.95031, -2.34285], [-3.10015, -1.82968, -2.31576], [-3.73704, -1.36798, -1.15636], [-2.99084, -1.01757, -0.03470], [0.02735, 3.21464, 5.09670], [0.19137, 1.51745, 5.63659], [1.36100, 2.19083, 4.48103], [-1.54331, 3.61296, 3.96872], [-1.66836, 2.98021, 2.29431], [-2.63468, 2.24196, 3.59915], [0.49433, 0.07155, 3.32381], [-2.20877, 0.69412, 1.88713], [0.21045, -1.13252, 1.19614], [0.13668, -1.72097, -1.22127], [-1.20355, -2.30413, -3.24727], [-3.69036, -2.09150, -3.19615], [-4.82424, -1.28165, -1.12488], [-3.48378, -0.65802, 0.87063], [-4.99098, -5.95101, -0.13962], [-4.72253, -6.67636, 1.02647], [-3.54996, -6.43888, 1.75122], [-2.65814, -5.45829, 1.30862], [-1.13089, -5.10874, 2.20939], [-1.57925, -3.85663, 3.29735], [-0.72400, -3.40837, 4.31775], [-1.14682, -2.40269, 5.25013], [-0.28281, -1.92542, 6.22790], [1.02515, -2.41989, 6.32542], [1.46352, -3.40666, 5.42976], [0.61592, -3.89854, 4.45203], [-0.82325, -6.36906, 2.85486], [-0.23687, -4.58668, 1.19523], [-2.90382, -4.76360, 0.12523], [-4.07688, -4.99423, -0.59216], [-5.90525, -6.13361, -0.70410], [-5.42398, -7.43359, 1.37898], [-3.32000, -7.01225, 2.64809], [-2.62194, -3.55871, 3.23608], [-2.17141, -2.03092, 5.16875], [-0.62342, -1.16499, 6.93303], [1.70547, -2.05361, 7.09122], [2.47685, -3.80485, 5.49224], [0.96246, -4.67745, 3.77095], [-2.16281, -4.04691, -0.22279], [-4.26381, -4.42409, -1.50273]],
  "atomic_forces_ev_per_a": [[0.396, -0.189, 0.428], [-0.010, -0.709, -0.345], [-0.249, 0.048, -0.011], [0.172, 0.193, 0.220], [-0.244, -0.343, -0.260], [0.291, 0.728, 0.604], [-0.922, -0.555, -1.031], [-0.078, 0.232, 0.732], [-0.299, 0.041, 0.052], [0.305, 0.119, 0.256], [0.152, 0.037, 0.042], [0.439, 0.009, -0.236], [0.237, -0.243, 0.021], [-0.046, 0.203, -0.237], [-0.287, 0.045, 0.019], [-0.231, -0.199, -0.307], [0.077, -0.086, 0.283], [0.231, 0.156, -0.006], [-0.355, 0.349, -0.080], [0.612, -0.220, -0.049], [-0.323, -0.112, 0.094], [-0.341, -0.070, -0.063], [-0.146, 0.088, 0.314], [0.193, 0.061, 0.279], [0.314, -0.056, -0.028], [0.029, -0.239, -0.315], [0.211, 0.090, 0.099], [0.179, 0.117, -0.045], [-0.061, 0.217, -0.130], [-0.237, 0.104, -0.084], [-1.461, 0.088, -0.332], [-0.390, -0.027, -0.261], [0.353, 0.193, 0.214], [0.163, -0.102, -0.405], [0.347, -0.196, -0.111], [0.059, 0.176, 0.095], [-0.423, 0.005, -0.203], [-0.045, 0.187, 0.123], [0.590, 0.126, 0.093], [0.731, -0.192, -0.091], [-0.115, 0.055, 0.144], [0.009, -0.198, 0.173], [0.195, 0.011, 0.164], [0.173, 0.196, -0.138], [-0.029, 0.185, -0.184], [0.174, -0.101, 0.026], [0.260, -0.075, 0.113], [0.025, -0.183, -0.129], [-0.183, -0.020, -0.080], [-0.222, 0.129, 0.070], [-0.053, 0.245, 0.228], [-0.155, -0.097, 0.070], [-0.009, -0.220, 0.204]],
  "e_homo_ev": -5.38,
  "relative_energy_kcal_mol": 115.9,
  "e_lumo_ha": -0.0694,
  "max_force_ha_per_bohr": 0.029
}

---

{
  "formula": "C24H26AuF5N4",
  "method": "wB97M-V/def2-TZVPD",
  "elements": ["Au", "C", "C", "C", "N", "C", "C", "C", "C", "C", "C", "C", "N", "C", "C", "C", "N", "C", "C", "C", "C", "C", "C", "C", "N", "C", "C", "H", "H", "H", "H", "H", "H", "H", "H", "H", "H", "H", "H", "H", "H", "H", "H", "H", "H", "H", "H", "H", "H", "H", "H", "H", "H", "F", "C", "F", "C", "F", "F", "F"],
  "positions_angstrom": [[1.10324, 0.11029, -0.35389], [-1.02806, -2.00772, 2.13092], [0.13503, -1.78538, 3.11080], [1.32976, -0.96723, 2.56672], [0.89243, 0.13636, 1.73723], [0.29757, 1.20408, 2.21800], [0.27941, 1.48511, 3.60808], [-0.60719, 2.22835, 4.35143], [-1.75148, 2.90199, 3.93036], [-2.10746, 3.16341, 2.62014], [-1.39966, 2.91899, 1.45394], [-0.23508, 2.16064, 1.22224], [0.41471, 2.13457, 0.07800], [0.28571, 3.12967, -0.95908], [-0.29645, 2.57785, -2.26153], [0.63946, 1.54782, -2.92189], [0.50618, 0.23020, -2.33745], [-0.45896, -0.61418, -2.69551], [-1.39466, -0.27381, -3.69339], [-2.29778, -1.04450, -4.41037], [-2.50197, -2.40894, -4.38808], [-1.89041, -3.31307, -3.52311], [-1.05602, -3.08273, -2.45646], [-0.50135, -1.88205, -1.93249], [0.08103, -1.82582, -0.76562], [0.27491, -2.96186, 0.10607], [-0.85408, -3.14680, 1.12498], [-1.91920, -2.23312, 2.72090], [-1.23395, -1.08038, 1.59402], [-0.26445, -1.25991, 3.98084], [0.51660, -2.74894, 3.45899], [1.94392, -0.62591, 3.40442], [1.97672, -1.59112, 1.95630], [1.06372, 0.98310, 4.16199], [-0.41608, 2.24642, 5.41891], [-2.41069, 3.27635, 4.70345], [-3.04985, 3.68307, 2.48538], [-1.84532, 3.32110, 0.55174], [-0.29996, 3.98692, -0.61784], [1.29734, 3.49151, -1.17200], [-1.26318, 2.11165, -2.05270], [-0.46201, 3.41272, -2.94687], [0.46357, 1.50275, -3.99820], [1.67454, 1.86411, -2.77916], [-1.39755, 0.77345, -3.95935], [-2.90303, -0.49089, -5.11998], [-3.20585, -2.81185, -5.10543], [-2.15181, -4.35361, -3.68347], [-0.79683, -3.97226, -1.89765], [0.39900, -3.89461, -0.45133], [1.21399, -2.79772, 0.63395], [-1.79591, -3.26760, 0.58216], [-0.66201, -4.07936, 1.66494], [3.85601, -0.54689, -1.59041], [3.34703, -0.19240, -0.37254], [3.80456, -1.13365, 0.51510], [4.01528, 1.12783, 0.00134], [5.35961, 1.08717, -0.03302], [3.62663, 2.09510, -0.85794], [3.66030, 1.50169, 1.24339]],
  "atomic_forces_ev_per_a": [[-0.735, 0.315, 0.499], [0.131, -0.116, 0.024], [-0.029, 0.184, -0.176], [-0.127, -0.335, 0.062], [0.586, -0.007, -1.252], [-0.106, 0.130, 0.297], [0.155, -0.197, -0.262], [-0.289, 0.146, -0.071], [0.058, -0.046, 0.235], [0.193, 0.043, -0.082], [-0.147, 0.025, 0.073], [-0.052, 0.069, -0.127], [0.004, -0.249, 0.099], [-0.113, 0.023, -0.105], [0.139, -0.062, 0.069], [-0.128, 0.182, 0.107], [1.017, -0.138, 0.920], [-0.382, -0.077, -0.377], [0.336, 0.252, 0.371], [-0.080, -0.529, -0.046], [-0.180, 0.343, -0.264], [0.162, 0.063, 0.245], [-0.132, -0.303, -0.250], [0.052, -0.026, 0.239], [-0.077, 0.197, -0.002], [-0.163, -0.142, 0.116], [0.082, 0.120, -0.037], [-0.013, 0.053, -0.002], [-0.082, 0.033, 0.016], [0.027, -0.035, 0.034], [0.014, 0.011, 0.065], [0.051, 0.027, -0.051], [0.030, 0.071, 0.027], [-0.059, 0.008, 0.048], [-0.002, -0.055, 0.004], [0.025, 0.027, -0.005], [0.030, 0.055, -0.033], [-0.025, -0.033, 0.020], [0.019, -0.020, 0.007], [-0.020, 0.076, 0.013], [-0.052, 0.035, -0.092], [0.010, -0.008, -0.001], [0.003, -0.084, 0.003], [0.011, -0.023, -0.051], [-0.023, -0.006, -0.038], [0.029, 0.020, -0.019], [-0.006, -0.005, 0.029], [0.021, -0.020, 0.047], [0.011, 0.029, -0.025], [0.068, 0.054, -0.031], [0.047, -0.088, -0.055], [0.017, -0.089, -0.020], [-0.045, -0.014, 0.000], [0.023, -0.013, -0.106], [-0.497, 0.199, -0.285], [0.052, -0.060, 0.157], [0.166, 0.070, 0.013], [-0.140, -0.008, 0.002], [0.097, -0.089, 0.178], [0.035, 0.016, -0.155]],
  "e_homo_ev": [-6.94, -6.94],
  "relative_energy_kcal_mol": 33.5,
  "e_lumo_ha": [-0.0406, -0.0405],
  "max_force_ha_per_bohr": 0.027
}

---

Number 1: DFT total energy -28267.8072 eV. Number 2: DFT total energy -40002.3522 eV. Number 3: DFT total energy -41709.9466 eV. Number 4: DFT total energy -48545.9356 eV.